{
  "formula": "C26H11BrCl5MoN3O7Se",
  "method": "ωB97M-V/def2-TZVPD",
  "elements": ["Mo", "Cl", "C", "C", "Cl", "C", "Cl", "C", "O", "C", "Cl", "C", "Cl", "O", "C", "O", "C", "C", "C", "N", "C", "C", "C", "O", "O", "H", "H", "H", "Se", "N", "C", "C", "C", "C", "C", "C", "N", "H", "H", "H", "H", "Br", "C", "C", "C", "C", "C", "C", "C", "O", "O", "H", "H", "H", "H"],
  "coordinates": [[0.134547, 0.708773, -0.000231], [-0.326287, 4.538060, 6.650812], [-0.163157, 3.761018, 5.145250], [-0.748316, 4.306336, 4.009422], [-1.591906, 5.787567, 4.109158], [-0.643133, 3.652274, 2.787812], [-1.272058, 4.418747, 1.387708], [0.006072, 2.420563, 2.682715], [0.023375, 1.712686, 1.479649], [0.676354, 1.937478, 3.818886], [1.718417, 0.586308, 3.688400], [0.581589, 2.591577, 5.039023], [1.389365, 1.958903, 6.403544], [3.316956, -6.852466, -5.342761], [2.737723, -5.942595, -5.009510], [2.075100, -4.972105, -4.723770], [2.133069, -3.971488, -3.620945], [2.947758, -4.195169, -2.547580], [2.934160, -3.193411, -1.583051], [2.154362, -2.118344, -1.678968], [1.375098, -1.977665, -2.739307], [1.329250, -2.887930, -3.787703], [0.456205, -0.778784, -2.809612], [-0.046259, -0.453468, -3.837428], [0.243207, -0.137357, -1.641995], [3.567678, -5.078903, -2.434239], [3.548012, -3.278817, -0.696399], [0.691578, -2.722712, -4.646299], [-2.252550, 2.265481, -0.475274], [-0.460186, 2.302273, -1.050725], [-0.488214, 2.639611, -2.350658], [0.646306, 2.753442, -3.179419], [0.452747, 3.070021, -4.490890], [-0.844770, 3.322716, -5.030225], [-1.957131, 3.237103, -4.259711], [-1.797240, 2.869221, -2.895785], [-2.799546, 2.702032, -2.043269], [1.633790, 2.587948, -2.769476], [1.311774, 3.138073, -5.146749], [-0.934372, 3.592310, -6.075332], [-2.950405, 3.433485, -4.640333], [-4.340468, -0.191314, 3.006225], [-2.838752, -1.304396, 3.297037], [-2.732234, -2.061756, 4.450766], [-1.599305, -2.843122, 4.643818], [-0.573378, -2.841625, 3.713163], [-0.682837, -2.057415, 2.570639], [-1.835874, -1.309083, 2.348180], [0.515493, -1.942308, 1.688933], [1.443002, -2.684927, 1.705537], [0.505773, -0.844760, 0.835606], [-3.522719, -2.043292, 5.191727], [-1.511395, -3.446217, 5.539809], [0.330620, -3.416499, 3.873074], [-1.966911, -0.746063, 1.440754]],
  "atomic_forces_ev_per_a": [[0.6, -0.6, 0.2], [0.0, 0.0, 0.0], [0.0, 0.1, 0.2], [-0.1, 0.1, 0.0], [0.0, 0.0, 0.0], [0.0, -0.2, -0.3], [0.1, 0.2, 0.1], [0.2, -0.1, 0.0], [0.1, 1.3, 2.0], [0.0, -0.2, -0.6], [-0.1, -0.3, -0.3], [0.0, -0.1, 0.1], [0.0, 0.0, 0.1], [-0.2, 0.3, 0.1], [0.0, 0.3, 0.2], [0.0, -0.6, -0.6], [0.3, 0.1, 0.4], [0.3, -0.4, 0.0], [-0.3, 0.3, 0.0], [0.1, -0.1, 0.1], [0.1, 0.0, 0.5], [-0.3, 0.0, -0.5], [0.0, 0.3, 0.4], [-0.3, 0.1, -0.2], [0.4, -0.9, -1.5], [0.0, 0.1, 0.0], [0.0, 0.0, 0.0], [0.0, 0.0, 0.0], [-0.1, 0.0, -0.3], [-0.9, 1.2, -0.6], [0.0, -0.1, 0.0], [0.2, -0.1, -0.1], [0.0, 0.0, 0.1], [0.0, 0.0, -0.1], [0.0, 0.0, 0.0], [0.1, 0.0, 0.2], [-0.3, -0.1, -0.4], [0.0, 0.0, 0.0], [0.0, 0.1, 0.0], [0.0, 0.0, 0.1], [0.0, 0.0, 0.0], [0.0, -0.1, 0.0], [-0.1, 0.1, -0.1], [0.0, -0.1, 0.1], [0.0, -0.1, 0.0], [0.2, -0.1, 0.0], [0.1, 0.5, -0.2], [0.1, -0.1, 0.1], [-0.4, -0.3, 0.3], [0.3, 0.1, -0.3], [0.1, -1.0, 0.8], [0.1, 0.0, -0.1], [0.0, 0.1, -0.1], [-0.1, 0.0, 0.0], [0.0, 0.2, -0.1]],
  "lowdin_charge": [1.772, 0.766, -0.695, -0.694, 0.753, -0.585, 0.724, -0.306, -0.398, -0.595, 0.796, -0.696, 0.751, 0.432, -0.112, 0.278, -0.104, 0.052, -0.044, 0.171, -0.149, 0.105, -0.450, 0.175, -0.276, 0.145, 0.138, 0.157, 1.149, -0.400, -0.335, -0.019, -0.021, -0.030, 0.017, -0.337, -0.198, 0.125, 0.124, 0.123, 0.132, 0.777, -0.668, -0.087, -0.034, 0.000, -0.150, -0.093, -0.471, 0.152, -0.307, 0.116, 0.122, 0.130, 0.070],
  "gap_ev": [6.579, 6.580],
  "fmax_ev_per_a": 2.37,
  "homo_ev": [-13.44, -13.44],
  "e_lumo_ev": [-6.87, -6.86],
  "total_charge": 2
}